No. 1
83
Properties=species:S:1:pos:R:3:lowdin_spin:R:1 method="wB97M-V/def2-TZVPD" total_energy_ha=-2447.50697 multiplicity=3 total_charge=+1 s_squared=2.01
Pr -0.508 0.332 1.889 2.06
C 1.235 0.546 4.141 -0.01
C 2.266 1.080 3.306 -0.01
C 0.486 2.544 3.250 -0.01
C 0.146 1.481 4.156 -0.01
C 1.807 2.308 2.765 -0.01
C 1.297 -0.752 4.861 0.00
H 2.031 -1.426 4.397 0.00
H 0.324 -1.256 4.846 0.00
H 1.598 -0.632 5.915 0.00
C -1.155 1.385 4.868 0.00
H -1.261 0.453 5.430 0.00
H -2.010 1.436 4.168 0.00
H -1.276 2.231 5.558 0.00
C -0.378 3.713 2.938 0.00
H -0.395 4.423 3.776 0.00
H -1.423 3.425 2.746 0.00
H -0.012 4.256 2.059 0.00
C 2.585 3.231 1.893 0.00
H 3.159 3.968 2.480 0.00
H 1.920 3.805 1.232 0.00
H 3.312 2.688 1.273 0.00
C 3.592 0.469 3.050 0.00
H 4.378 0.884 3.696 0.00
H 3.911 0.645 2.017 0.00
H 3.578 -0.609 3.229 0.00
C -0.470 -1.852 0.448 0.00
C 0.613 -1.986 1.272 0.00
C 2.045 -2.123 0.843 0.00
C 2.472 -1.224 -0.349 0.00
C 2.017 0.196 -0.227 0.00
C 0.837 0.700 -0.656 0.00
C -0.207 -0.062 -1.452 0.00
C -0.490 -1.531 -1.036 0.00
H 2.241 -3.178 0.572 0.00
H 2.168 -1.698 -1.298 0.00
H 2.685 -1.908 1.716 0.00
H 0.165 -2.216 -1.603 0.00
H -1.453 -2.119 0.875 0.00
H 0.423 -2.260 2.317 0.00
H -1.518 -1.758 -1.373 0.00
H -1.152 0.514 -1.411 0.00
H 0.667 1.793 -0.599 0.00
H 0.062 -0.083 -2.521 0.00
H 3.578 -1.225 -0.365 0.00
H 2.784 0.881 0.145 0.00
P -0.721 -0.145 -5.614 0.00
P -0.380 2.529 -7.097 0.00
C -0.733 -0.240 -7.486 0.00
C -1.088 1.115 -8.103 0.00
H -1.467 -1.004 -7.776 0.00
H 0.262 -0.574 -7.816 0.00
H -0.701 1.204 -9.127 0.00
H -2.179 1.256 -8.128 0.00
C -1.177 3.899 -8.026 0.00
H -0.725 4.845 -7.709 0.00
H -2.245 3.924 -7.788 0.00
H -1.039 3.765 -9.105 0.00
C 1.271 2.617 -7.925 0.00
H 1.152 2.625 -9.016 0.00
H 1.896 1.769 -7.622 0.00
H 1.763 3.545 -7.604 0.00
C -2.170 -1.236 -5.284 0.00
H -2.221 -1.448 -4.208 0.00
H -2.078 -2.175 -5.845 0.00
H -3.090 -0.718 -5.582 0.00
C 0.629 -1.350 -5.285 0.00
H 1.589 -0.904 -5.570 0.00
H 0.468 -2.271 -5.859 0.00
H 0.657 -1.579 -4.212 0.00
C -1.535 -1.262 3.263 -0.01
C -1.889 -1.926 4.260 0.00
C -2.357 -2.606 5.387 0.00
C -3.551 -2.190 6.018 0.00
C -3.921 -2.716 7.251 0.00
C -3.121 -3.689 7.871 0.00
C -1.973 -4.161 7.222 0.00
C -1.594 -3.635 5.992 0.00
H -4.148 -1.419 5.525 0.00
H -4.824 -2.352 7.741 0.00
H -3.393 -4.073 8.851 0.00
H -1.355 -4.933 7.691 0.00
H -0.686 -3.972 5.481 0.00

No. 2
11
Properties=species:S:1:pos:R:3:lowdin_charge:R:1 method="wB97M-V/def2-TZVPD" relative_energy_kj_mol=113.0 smiles="C=CCN" multiplicity=1
C 0.378 -0.534 0.490 -0.31
C -0.936 -0.171 -0.208 -0.22
C -1.467 1.056 -0.216 -0.05
H 1.934 0.302 -0.721 0.10
H 2.410 -1.033 -0.012 0.02
H 0.280 -1.489 1.014 0.09
H 0.503 0.219 1.360 0.12
H -1.423 -1.021 -0.844 0.12
H -0.808 1.889 0.231 0.07
H -2.446 1.474 -0.668 0.08
N 1.575 -0.693 -0.427 -0.03

No. 3
5
Properties=species:S:1:pos:R:3:lowdin_charge:R:1 method="wB97M-V/def2-TZVPD" relative_energy_kj_mol=190.3 multiplicity=1
F -0.994 0.945 -1.196 -0.30
Si -0.472 0.028 -0.007 -0.44
Cl -0.378 1.240 1.532 0.33
I 3.828 -0.375 -0.202 -0.04
I -1.985 -1.838 -0.126 0.45

No. 4
45
Properties=species:S:1:pos:R:3:lowdin_charge:R:1 method="wB97M-V/def2-TZVPD" relative_energy_kj_mol=66.8 smiles="C[C@@H]1CCc2nn(CC(=O)N3CCCCCC3)cc2C1" multiplicity=1
C 1.967 -0.679 3.907 -0.06
H 1.304 -0.984 4.714 0.08
H 1.377 -0.146 3.166 0.08
C 2.641 -1.901 3.286 -0.37
C 3.738 -1.505 2.288 -0.16
C 3.214 -0.626 1.149 -0.13
C 1.938 -1.190 0.633 -0.25
N 1.338 -0.822 -0.485 0.16
N 0.218 -1.542 -0.557 -0.18
C 0.089 -2.375 0.502 -0.01
C 1.188 -2.174 1.305 -0.17
C 1.605 -2.797 2.592 -0.12
H 2.047 -3.779 2.393 0.12
H 0.741 -2.954 3.242 0.12
H -0.755 -3.028 0.603 0.13
C -0.669 -1.425 -1.683 -0.03
H -0.433 -2.192 -2.431 0.14
H -1.701 -1.566 -1.349 0.13
C -0.510 -0.074 -2.397 -0.46
O -0.162 -0.037 -3.560 0.07
N -0.783 1.039 -1.689 -0.05
C -0.611 2.311 -2.362 -0.14
H 0.291 2.243 -2.975 0.13
C -1.799 2.686 -3.260 -0.17
H -1.817 3.773 -3.362 0.11
H -1.643 2.258 -4.250 0.11
C -3.151 2.191 -2.739 -0.20
C -3.377 2.409 -1.239 -0.20
C -2.886 1.235 -0.391 -0.18
C -1.360 1.093 -0.367 -0.15
H -0.927 1.957 0.149 0.13
H -1.088 0.208 0.206 0.11
H -3.331 0.315 -0.778 0.11
H -3.227 1.361 0.639 0.11
H -4.449 2.522 -1.059 0.11
H -2.893 3.332 -0.917 0.11
H -3.249 1.126 -2.959 0.11
H -3.932 2.708 -3.301 0.11
H -0.456 3.073 -1.597 0.12
H 3.043 0.394 1.504 0.11
H 3.948 -0.565 0.343 0.12
H 4.163 -2.419 1.865 0.12
H 4.538 -0.979 2.813 0.11
H 3.112 -2.477 4.092 0.13
H 2.712 0.001 4.315 0.08

No. 5
9
Properties=species:S:1:pos:R:3:lowdin_charge:R:1 method="wB97M-V/def2-TZVPD" relative_energy_kj_mol=186.3 smiles=N#C[C@H]1CN1 multiplicity=1
C -0.246 1.081 -0.239 -0.17
C 0.505 0.056 0.393 -0.33
C -0.122 -1.218 0.812 -0.11
H 1.368 0.315 0.969 0.13
H -1.136 -1.397 0.636 0.09
H 0.194 -1.813 1.676 0.11
H 1.570 -1.500 -0.578 0.11
N -1.024 1.818 -0.755 0.15
N 0.621 -1.121 -0.459 0.02

No. 6
9
Properties=species:S:1:pos:R:3:lowdin_charge:R:1 method="wB97M-V/def2-TZVPD" relative_energy_kj_mol=450.7 smiles="C=CS[N+](=O)[O-]" multiplicity=1
C 1.836 0.310 0.289 -0.06
C 0.710 0.012 -0.338 -0.56
N -2.133 -0.266 0.021 -0.59
O -1.765 -1.385 -0.078 0.04
O -3.184 0.223 0.230 0.05
S -0.683 1.062 -0.236 0.93
H 2.723 -0.285 0.170 0.06
H 1.909 1.169 0.937 0.05
H 0.587 -0.839 -0.994 0.06

No. 7
22
Properties=species:S:1:pos:R:3:lowdin_spin:R:1 method="wB97M-V/def2-TZVPD" relative_energy_kj_mol=931.4 multiplicity=2 s_squared=0.81
C -1.430 -1.838 -0.450 0.00
C -1.634 -0.543 0.445 0.01
C 1.338 -0.233 0.721 -0.06
C 1.897 0.380 -0.457 -0.01
C 3.255 1.557 -0.110 -0.01
N -1.195 0.708 -0.003 0.16
C -3.029 0.143 0.071 0.11
O -4.077 -0.639 0.266 0.68
H -0.479 -2.328 -0.208 0.00
H -2.200 -2.597 -0.113 0.00
H -1.623 -1.439 -1.471 0.00
H -1.460 -0.756 1.588 0.00
H 0.957 0.412 1.536 0.00
H 1.808 -1.159 0.999 0.00
H 2.295 -0.320 -1.248 0.00
H 1.207 0.933 -1.193 0.00
H 2.660 2.335 0.465 0.00
H 3.822 2.005 -1.021 0.00
H 3.874 1.046 0.513 0.00
H -0.008 0.648 0.231 0.02
H -3.127 1.262 0.505 0.03
H -2.848 0.422 -1.067 0.08

No. 8
22
Properties=species:S:1:pos:R:3:lowdin_charge:R:1 method="wB97M-V/def2-TZVPD" relative_energy_kj_mol=174.0 multiplicity=1 total_charge=+1
C 1.467 -1.296 -1.497 -0.03
C 2.686 -1.272 -0.859 -0.09
C 1.794 0.651 -0.496 -0.02
C 0.874 -0.013 -1.368 -0.32
C -2.598 1.018 1.111 -0.08
C -0.630 -0.202 1.764 -0.12
C -0.426 0.303 -1.730 -0.41
N 2.876 -0.079 -0.319 0.09
N -1.552 -0.007 0.653 -0.16
Br -1.581 -0.680 -2.878 0.84
H 1.019 -2.129 -2.155 0.14
H 3.433 -2.125 -0.657 0.17
H 1.705 1.684 -0.205 0.15
H -3.271 1.042 0.144 0.11
H -3.224 0.725 2.010 0.10
H -2.278 2.002 1.368 0.06
H -1.105 -0.158 2.745 0.09
H 0.068 -1.077 1.691 0.10
H -0.056 0.677 1.608 0.05
H -0.817 1.326 -1.472 0.10
H 3.659 0.401 0.084 0.19
H -2.041 -0.791 0.457 0.05

One value per record, in order, for maximum force: 3.7; 3.9; 1.7; 0.7; 5.8; 3.5; 7.1; 5.3 eV/A.